{"formula": "C3H6NO2", "method": "wB97M-V/def2-TZVPD", "smiles": "CC(=O)NC[O-]", "charge": -1, "lumo_energy_ev": 4.33, "spin_multiplicity": 1, "species": ["C", "C", "O", "N", "C", "O", "H", "H", "H", "H", "H", "H"], "xyz": [[0.52056, -1.64552, -0.54589], [0.43822, -0.20934, -1.06786], [1.01616, 0.14715, -2.10499], [-0.20089, 0.63510, -0.24553], [-0.64200, 1.25870, 1.31759], [-0.75405, 0.42645, 2.27760], [0.25894, -2.32844, -1.35164], [1.54950, -1.68958, -0.18020], [-0.19281, -1.73223, 0.27091], [-0.51804, 1.43012, -0.79229], [-1.62392, 1.67330, 1.02434], [0.14835, 2.03429, 1.39796]], "forces_ev_per_a": [[-0.078, 1.148, 0.015], [0.435, 0.126, 1.136], [-0.459, -0.479, -0.432], [-1.247, 1.061, -0.889], [-0.523, -1.497, 1.326], [0.512, 0.062, -0.142], [0.447, -0.163, 0.028], [-0.084, -0.786, -0.102], [0.180, -0.182, 0.150], [0.679, 0.276, -0.179], [0.113, 0.467, -0.631], [0.025, -0.032, -0.280]], "nbo_charge": [-0.72, 0.66, -0.73, -0.76, 0.22, -0.83, 0.21, 0.22, 0.23, 0.34, 0.08, 0.08]}

=====

{"formula": "C3H6NO2", "method": "wB97M-V/def2-TZVPD", "smiles": "NCCC(=O)[O-]", "charge": -1, "lumo_energy_ev": 4.25, "spin_multiplicity": 1, "species": ["N", "C", "C", "C", "O", "O", "H", "H", "H", "H", "H", "H"], "xyz": [[1.50093, -0.81390, -1.01531], [0.79179, -0.20781, 0.11801], [-0.71194, -0.00245, -0.04625], [-1.26824, 1.04561, 0.96264], [-0.81466, 2.20196, 0.81452], [-2.14593, 0.63849, 1.75291], [1.26202, -0.34131, -1.86691], [1.27787, -1.79407, -1.10561], [1.23644, 0.74404, 0.31914], [1.01232, -0.82824, 0.98584], [-0.95222, 0.32954, -1.05660], [-1.18839, -0.97187, 0.13762]], "forces_ev_per_a": [[0.462, -0.151, 0.410], [-0.154, -0.132, -0.308], [0.199, -0.682, 0.613], [-0.406, 0.019, -0.414], [0.189, 0.032, 0.129], [0.079, -0.025, 0.184], [-0.191, 0.074, -0.373], [-0.214, -0.024, -0.151], [0.327, 0.719, 0.039], [-0.154, -0.065, 0.153], [0.105, 0.106, -0.112], [-0.242, 0.129, -0.170]], "nbo_charge": [-0.85, -0.21, -0.53, 0.76, -0.80, -0.78, 0.34, 0.34, 0.20, 0.17, 0.19, 0.18]}

=====

{"formula": "C3H6NO2", "method": "wB97M-V/def2-TZVPD", "charge": -1, "lumo_energy_ev": 3.83, "spin_multiplicity": 1, "species": ["O", "C", "N", "C", "O", "C", "H", "H", "H", "H", "H", "H"], "xyz": [[-1.07484, 1.00267, -2.01866], [-0.95439, -0.01920, -1.22421], [0.02133, -0.41074, -0.42471], [2.30823, 0.02102, 1.94815], [2.02818, 0.76648, 2.89727], [-2.19268, -0.93622, -1.28929], [-0.18634, -1.32693, 0.20201], [1.71499, -0.32843, 1.12911], [3.33301, -0.40402, 1.78771], [-3.00256, -0.53399, -0.65635], [-2.11248, -1.90293, -0.80300], [-2.48957, -1.17533, -2.32330]], "forces_ev_per_a": [[1.123, -1.816, 1.938], [-1.177, -0.017, -1.116], [0.451, -1.121, 1.504], [0.967, 1.153, 1.951], [0.506, -1.840, -2.282], [-0.768, -0.538, 0.448], [-0.074, 2.680, -2.340], [-1.703, 0.367, -0.416], [0.144, 0.430, 0.717], [-0.084, 0.525, -0.837], [0.804, -0.460, 0.095], [-0.189, 0.637, 0.338]], "nbo_charge": [-0.79, 0.59, -0.93, 0.28, -0.54, -0.71, 0.30, 0.18, 0.06, 0.20, 0.17, 0.20]}

=====

{"formula": "C3H6NO2", "method": "wB97M-V/def2-TZVPD", "smiles": "C/C(C[O-])=[NH+]\\[O-]", "charge": -1, "lumo_energy_ev": 4.50, "spin_multiplicity": 1, "species": ["C", "C", "C", "O", "N", "O", "H", "H", "H", "H", "H", "H"], "xyz": [[1.12150, -0.20345, 0.72091], [-0.16106, 0.23334, 0.13055], [-1.07375, -0.90558, -0.25161], [-0.21759, -1.46782, -1.15434], [-0.27738, 1.43236, -0.35114], [0.78956, 2.23025, -0.65846], [1.36577, -0.03637, 1.80187], [1.86785, 0.46443, 0.31452], [1.28718, -1.29002, 0.37802], [-1.31583, -1.64050, 0.52745], [-2.13667, -0.49970, -0.66520], [-1.24959, 1.68306, -0.79257]], "forces_ev_per_a": [[1.671, -0.977, 0.172], [-0.562, -0.150, 0.780], [-0.840, 0.122, -1.562], [-1.023, 0.097, -0.336], [-0.529, 0.522, -1.588], [-1.701, -0.284, 0.736], [-1.182, -0.310, -0.413], [0.478, -0.137, -0.707], [-0.143, 1.812, 0.747], [-0.248, 0.385, 0.694], [1.667, -0.473, 0.582], [2.413, -0.608, 0.894]], "nbo_charge": [-0.71, 0.27, -0.07, -0.88, -0.15, -0.71, 0.20, 0.25, 0.27, 0.12, 0.07, 0.34]}

=====

{"formula": "C3H6NO2", "method": "wB97M-V/def2-TZVPD", "s2": 0.756, "charge": -2, "lumo_energy_ev": [7.36, 7.33], "spin_multiplicity": 2, "species": ["C", "C", "N", "H", "H", "H", "H", "H", "O", "C", "O", "H"], "xyz": [[-1.07203, -1.35692, 0.20987], [-0.75341, 0.48168, -1.24463], [-1.55764, -0.54105, -0.89901], [-1.15894, -0.85662, 1.17839], [0.01147, -1.65215, 0.10609], [-1.67389, -2.37042, 0.16298], [-1.04185, 1.47612, -0.98009], [0.25409, 0.15432, -1.52129], [2.26874, 0.22987, 0.03636], [1.76723, 1.19612, 0.73583], [1.90182, 2.41689, 0.62003], [1.05440, 0.82216, 1.59547]], "forces_ev_per_a": [[-0.177, -2.058, -2.178], [0.231, -1.809, -0.582], [-1.416, -0.100, 1.292], [-0.218, -0.028, 0.446], [-0.380, 0.202, 0.141], [0.846, 1.566, 0.631], [0.086, 1.064, -0.352], [0.421, 1.025, 0.376], [-0.462, 1.974, 1.579], [0.098, -2.938, -0.626], [0.243, 0.681, 0.084], [0.730, 0.421, -0.810]], "nbo_charge": [-0.45, -0.40, -0.78, 0.13, 0.15, 0.11, 0.11, 0.13, -0.82, 0.64, -0.80, -0.02]}

=====

{"formula": "C3H6NO2", "method": "wB97M-V/def2-TZVPD", "s2": 0.753, "charge": -2, "lumo_energy_ev": [7.33, 7.25], "spin_multiplicity": 2, "species": ["C", "C", "N", "H", "H", "H", "H", "H", "O", "C", "O", "H"], "xyz": [[-0.04841, 1.26793, 1.81410], [0.90029, -0.53168, 0.67694], [0.83902, 0.16165, 1.82267], [-0.28393, 1.65484, 0.78964], [-1.05952, 1.12506, 2.24537], [0.44645, 2.10564, 2.35703], [0.36948, -0.20770, -0.23231], [1.49507, -1.42368, 0.51942], [0.60321, -1.17065, -2.54167], [-0.64239, -1.08659, -2.48552], [-1.58115, -1.82577, -2.82314], [-1.03814, -0.06904, -2.14254]], "forces_ev_per_a": [[0.723, 0.541, -0.509], [-0.778, 0.044, -1.056], [0.237, 0.008, 0.850], [0.236, -0.065, 0.097], [-0.205, -0.272, 0.380], [-0.505, -0.053, 0.005], [0.193, 0.019, 0.357], [0.226, -0.039, 0.439], [-0.638, -0.633, -0.308], [0.320, 1.780, -0.143], [-0.159, -1.213, -0.343], [0.349, -0.117, 0.230]], "nbo_charge": [-0.41, -0.47, -0.70, 0.13, 0.09, 0.13, 0.13, 0.13, -0.80, 0.64, -0.83, -0.04]}

=====

{"formula": "C3H6NO2", "method": "wB97M-V/def2-TZVPD", "s2": 0.755, "charge": 0, "lumo_energy_ev": [0.23, -3.11], "spin_multiplicity": 2, "species": ["C", "N", "C", "C", "O", "O", "H", "H", "H", "H", "H", "H"], "xyz": [[-1.13092, 2.30135, -0.38365], [-0.39889, 1.19539, 0.24377], [-0.13419, 0.08463, -0.60287], [0.59116, -1.04511, 0.10382], [0.74111, -2.06771, -0.58120], [0.65453, -0.88360, 1.35580], [-2.05331, 1.88915, -0.84901], [-1.49652, 2.92927, 0.44827], [-0.48245, 2.89542, -0.98114], [-0.12192, 0.59902, 1.14732], [-1.10937, -0.32887, -0.93787], [0.49905, 0.47945, -1.54526]], "forces_ev_per_a": [[-1.376, -0.439, 3.125], [0.214, -1.897, -0.988], [1.333, 1.460, -3.348], [-1.215, -2.207, 0.204], [0.585, 1.162, 0.418], [-0.096, 1.414, -0.165], [0.926, 0.263, -0.275], [0.215, -0.006, -0.457], [0.439, 0.155, -0.890], [0.140, 0.896, 0.997], [0.443, 0.162, -0.259], [-1.609, -0.964, 1.636]], "nbo_charge": [-0.45, -0.21, -0.41, 0.73, -0.65, -0.72, 0.24, 0.23, 0.25, 0.48, 0.27, 0.25]}

=====

{"formula": "C3H6NO2S", "method": "wB97M-V/def2-TZVPD", "smiles": "O=C([O-])NCCS", "charge": -1, "lumo_energy_ev": 3.43, "spin_multiplicity": 1, "species": ["O", "C", "O", "N", "C", "C", "S", "H", "H", "H", "H", "H", "H"], "xyz": [[-0.71287, -1.68487, 0.02660], [-1.47261, -0.86443, 0.45605], [-2.45290, -0.76834, 1.18107], [-1.29015, 0.52768, -0.04608], [-0.24461, 1.05613, -0.79596], [1.04399, 1.32467, 0.05530], [2.34245, 0.04807, -0.34729], [-1.86092, 1.13263, 0.49878], [-0.61419, 2.02422, -1.18734], [-0.12694, 0.43877, -1.72126], [1.50023, 2.29174, -0.01304], [0.58123, 1.08073, 1.11863], [1.43798, -0.90349, -0.77032]], "forces_ev_per_a": [[1.781, -2.760, -0.702], [-0.944, 4.803, -0.785], [-1.584, -2.200, 1.974], [-0.351, -0.881, -0.107], [0.200, 1.148, -1.243], [-1.328, -2.776, 1.427], [-0.701, 0.049, -0.129], [-0.178, 0.489, 0.141], [0.321, -0.062, 0.047], [0.628, 0.266, 0.796], [0.128, 0.528, -0.073], [1.552, 0.852, -1.841], [0.477, 0.543, 0.496]], "nbo_charge": [-0.77, 0.89, -0.80, -0.76, -0.22, -0.52, -0.16, 0.37, 0.17, 0.19, 0.20, 0.23, 0.18]}

=====

{"formula": "C3H6NO2S", "method": "wB97M-V/def2-TZVPD", "charge": -1, "lumo_energy_ev": 4.06, "spin_multiplicity": 1, "species": ["C", "C", "C", "N", "O", "O", "S", "H", "H", "H", "H", "H", "H"], "xyz": [[0.07053, 0.60271, -0.10230], [1.02273, -0.33469, -0.69270], [-1.38876, -0.08209, 0.48920], [0.41432, 1.86254, 0.00246], [-3.10337, -0.22034, -1.48297], [-1.10681, -1.74556, -1.61431], [-2.26258, -1.19565, -0.79490], [0.60492, -0.73969, -1.75380], [1.11045, -1.08049, 0.04368], [1.91727, 0.08460, -0.93580], [-0.94014, -0.87133, 1.15179], [-1.95266, 0.81233, 0.72116], [-0.37309, 2.42482, 0.28555]], "forces_ev_per_a": [[-2.060, 1.828, 0.764], [-2.602, -1.227, -2.658], [4.440, 0.192, -2.471], [-0.628, -2.203, -0.724], [-0.725, 1.032, -1.036], [-1.364, 0.353, 0.418], [1.220, -1.213, 0.623], [0.583, 0.554, 2.969], [0.403, -1.753, 0.331], [2.681, 1.565, -0.126], [-1.023, 1.235, 0.395], [-0.513, -0.509, 0.941], [-0.411, 0.146, 0.573]], "nbo_charge": [0.38, -0.71, -0.75, -0.72, -1.06, -1.07, 1.48, 0.30, 0.21, 0.20, 0.21, 0.22, 0.32]}

=====

Computed relative energy (zero: lowest compared OMol25 entry of this formula, charge and spin) (kcal per mole) in order:
47.08 8.55 59.21 110.62 38.85 17.94 40.39 18.31 59.21
Computed energy (eV) in order:
-8793.175 -8794.846 -8792.649 -8790.420 -8788.217 -8789.124 -8790.084 -19629.734 -19627.961